No. 1
Formula: C39H35AuCl2N4O2P2
Source: OMol25
Level of theory: the ωB97M-V functional and the def2-TZVPD basis

Properties
Frontier orbital gap (alpha / beta) (eV): 6.578 / 6.691
Multiplicity: 3
E_HOMO (alpha / beta) (Eh): -0.219 / -0.264
Energy relative to the best compared isomer or geometry (same formula, charge and spin) (kcal/mol): 0.0

Last column: Löwdin spin population.
Cartesian coordinates (Å):
Au (-0.574, 0.089, 0.499)  0.381
C (-1.905, -3.304, -0.723)  0.000
C (-2.532, -2.089, -1.422)  0.012
P (-1.496, -0.590, -1.641)  0.052
C (-2.695, 0.578, -2.348)  0.013
C (-3.203, 1.595, -1.547)  0.010
C (-4.176, 2.450, -2.048)  0.001
C (-4.636, 2.297, -3.346)  0.000
C (-4.121, 1.289, -4.154)  0.002
C (-3.154, 0.432, -3.658)  0.003
C (-0.395, -0.951, -3.040)  0.000
C (-0.299, -2.194, -3.656)  0.000
C (0.612, -2.398, -4.685)  0.000
C (1.429, -1.362, -5.108)  0.001
C (1.329, -0.113, -4.506)  0.000
C (0.423, 0.090, -3.479)  0.001
C (-1.612, -3.142, 0.775)  -0.001
P (-0.081, -2.198, 1.141)  0.097
C (0.264, -2.563, 2.876)  0.009
C (-0.752, -2.877, 3.775)  0.005
C (-0.454, -3.096, 5.112)  0.000
C (0.855, -2.992, 5.559)  0.006
C (1.867, -2.660, 4.668)  0.000
C (1.576, -2.437, 3.332)  0.006
C (1.182, -3.133, 0.224)  0.030
C (1.803, -2.552, -0.874)  0.005
C (2.727, -3.273, -1.621)  0.000
C (3.037, -4.575, -1.266)  0.000
C (2.424, -5.162, -0.163)  0.002
C (1.501, -4.445, 0.579)  0.007
H (-0.992, -3.620, -1.234)  0.000
H (-2.609, -4.132, -0.834)  0.000
H (-3.394, -1.736, -0.848)  0.001
H (-2.915, -2.375, -2.406)  0.003
H (-2.816, 1.739, -0.544)  0.007
H (-4.558, 3.247, -1.425)  0.000
H (-5.389, 2.970, -3.736)  0.000
H (-4.473, 1.175, -5.172)  0.000
H (-2.746, -0.346, -4.292)  0.000
H (-0.927, -3.017, -3.341)  0.000
H (0.683, -3.372, -5.151)  0.000
H (2.140, -1.524, -5.908)  0.000
H (1.956, 0.705, -4.835)  0.000
H (0.349, 1.066, -3.014)  0.000
H (-1.517, -4.130, 1.233)  0.000
H (-2.438, -2.624, 1.272)  0.000
H (-1.781, -2.932, 3.447)  0.000
H (-1.249, -3.339, 5.806)  0.000
H (1.086, -3.160, 6.603)  0.000
H (2.888, -2.560, 5.013)  0.000
H (2.366, -2.140, 2.653)  0.000
H (1.566, -1.530, -1.147)  0.003
H (3.204, -2.809, -2.475)  0.000
H (3.761, -5.137, -1.842)  0.000
H (2.672, -6.177, 0.119)  0.000
H (1.035, -4.898, 1.447)  0.001
C (5.013, 2.092, 2.069)  0.000
N (3.599, 2.027, 2.400)  0.002
C (2.867, 3.146, 2.626)  0.000
C (1.541, 3.078, 2.865)  0.003
C (0.976, 1.772, 2.847)  0.005
O (-0.330, 1.686, 3.096)  0.021
N (1.657, 0.687, 2.621)  0.007
C (2.997, 0.758, 2.368)  0.001
O (3.692, -0.215, 2.117)  0.001
H (5.362, 3.113, 2.208)  0.000
H (5.167, 1.783, 1.035)  0.000
H (5.573, 1.415, 2.710)  0.000
H (3.408, 4.082, 2.594)  0.000
H (0.927, 3.949, 3.025)  0.000
Cl (-1.728, 4.742, -0.814)  0.024
C (-0.237, 4.091, -1.402)  0.114
C (0.416, 4.769, -2.406)  -0.013
C (1.649, 4.314, -2.865)  0.122
C (2.210, 3.175, -2.305)  -0.014
C (1.528, 2.472, -1.333)  0.111
Cl (2.301, 1.065, -0.679)  0.031
C (0.247, 2.863, -0.826)  0.064
N (-0.482, 2.260, 0.107)  0.701
H (-0.030, 5.667, -2.811)  -0.003
H (2.176, 4.855, -3.639)  0.008
H (3.182, 2.820, -2.624)  -0.003
N (-1.983, 0.088, 3.172)  0.022
C (-1.044, 0.597, 2.512)  0.127
H (-2.056, 0.491, 4.110)  0.009

=====

No. 2
Formula: C33H77N3O7
Source: OMol25
Level of theory: the ωB97M-V functional and the def2-TZVPD basis

Properties
Frontier orbital gap (eV): 8.874
E_HOMO (Eh): -0.308
Energy relative to the best compared isomer or geometry (same formula, charge and spin) (kcal/mol): 90.0
Structure (SMILES): CC1(C)CCCC(C)(C)N1O.CC1(C)CCCC(C)(C)N1O.CC1(C)CCCC(C)(C)N1O.CCO.CCO.CO.CO

Last column: Mulliken charge in e.
Cartesian coordinates (Å):
C (-1.835, -1.229, -5.395)  -1.777
C (-2.181, -2.397, -4.427)  1.617
C (-1.295, -3.549, -4.728)  -1.864
C (-1.835, -1.729, -2.984)  0.845
C (-2.617, -2.407, -1.822)  -0.568
C (-4.077, -2.585, -2.244)  -1.631
C (-4.351, -3.327, -3.544)  1.671
C (-3.933, -4.831, -3.349)  -1.620
C (-5.840, -3.173, -3.920)  -1.906
N (-3.597, -2.695, -4.622)  0.295
O (-3.798, -3.370, -5.818)  -0.533
H (-2.457, -0.347, -5.304)  0.371
H (-0.786, -0.896, -5.229)  0.167
H (-1.875, -1.585, -6.433)  0.497
H (-0.263, -3.249, -4.864)  0.452
H (-1.315, -4.377, -4.045)  0.327
H (-1.539, -3.935, -5.730)  0.427
H (-0.771, -1.809, -2.830)  -0.696
H (-2.174, -0.680, -3.030)  -0.340
H (-2.150, -3.373, -1.474)  0.179
H (-2.523, -1.724, -1.024)  0.638
H (-4.478, -1.577, -2.357)  0.239
H (-4.573, -3.123, -1.438)  0.584
H (-2.913, -4.904, -2.856)  0.237
H (-3.972, -5.309, -4.321)  0.372
H (-4.755, -5.285, -2.675)  0.411
H (-5.997, -2.096, -4.029)  0.435
H (-6.370, -3.583, -3.031)  0.389
H (-6.099, -3.779, -4.818)  0.405
H (-4.354, -2.759, -6.281)  0.373
C (4.273, 4.120, 3.667)  -2.083
C (3.468, 2.965, 4.118)  2.296
C (2.310, 2.842, 2.977)  -1.952
C (4.220, 1.642, 4.117)  -1.749
C (3.585, 0.519, 4.902)  0.154
C (3.240, 1.043, 6.270)  -1.571
C (2.338, 2.241, 6.255)  2.022
C (0.901, 1.924, 5.893)  -1.496
C (2.188, 2.690, 7.687)  -2.040
N (2.958, 3.300, 5.477)  -0.025
O (2.127, 4.478, 5.347)  -0.483
H (5.216, 4.238, 4.297)  0.388
H (4.666, 4.123, 2.639)  0.324
H (3.657, 5.003, 3.653)  0.441
H (2.834, 2.595, 2.080)  0.255
H (1.571, 2.120, 3.136)  0.261
H (1.791, 3.765, 2.765)  0.684
H (4.508, 1.334, 3.154)  0.394
H (5.211, 1.852, 4.578)  0.494
H (2.607, 0.297, 4.416)  -0.183
H (4.205, -0.390, 4.881)  0.456
H (4.195, 1.404, 6.745)  0.303
H (2.805, 0.252, 6.906)  0.467
H (0.510, 0.959, 6.389)  0.335
H (0.761, 1.725, 4.787)  0.248
H (0.135, 2.702, 6.160)  0.429
H (1.967, 1.872, 8.368)  0.404
H (1.337, 3.427, 7.744)  0.337
H (3.129, 3.106, 8.082)  0.430
H (1.286, 4.194, 4.884)  0.380
C (0.772, 3.869, -4.313)  -2.007
C (0.799, 3.116, -3.018)  1.797
C (1.810, 2.011, -3.073)  -1.602
C (1.140, 4.200, -2.011)  -1.500
C (1.120, 3.628, -0.623)  0.259
C (-0.296, 3.096, -0.265)  -1.486
C (-0.790, 2.089, -1.328)  2.109
C (-0.124, 0.736, -1.103)  -0.577
C (-2.285, 1.939, -1.174)  -2.111
N (-0.560, 2.660, -2.707)  -0.096
O (-1.086, 1.684, -3.691)  -0.258
H (0.382, 3.175, -5.146)  0.361
H (0.093, 4.689, -4.169)  0.512
H (1.806, 4.238, -4.528)  0.380
H (1.888, 1.380, -2.218)  0.096
H (1.566, 1.422, -3.968)  0.307
H (2.763, 2.513, -3.205)  0.510
H (2.201, 4.478, -2.279)  0.481
H (0.500, 5.015, -2.145)  0.371
H (1.843, 2.779, -0.542)  -0.315
H (1.475, 4.362, 0.129)  0.515
H (-1.066, 3.862, -0.173)  0.433
H (-0.230, 2.559, 0.687)  0.314
H (0.869, 0.765, -0.611)  -0.085
H (-0.093, 0.069, -1.987)  -0.521
H (-0.698, 0.188, -0.343)  0.729
H (-2.509, 1.415, -0.232)  0.392
H (-2.777, 1.344, -1.928)  0.241
H (-2.726, 2.903, -1.185)  0.584
H (-1.456, 2.368, -4.245)  0.343
C (2.572, -1.723, -2.848)  -0.452
C (1.962, -2.750, -1.971)  -0.381
O (1.284, -2.048, -0.819)  -0.412
H (3.080, -1.113, -2.135)  0.114
H (1.859, -1.020, -3.285)  -0.103
H (3.215, -2.071, -3.724)  0.370
H (2.654, -3.394, -1.485)  0.471
H (1.243, -3.473, -2.387)  0.234
H (0.370, -1.733, -0.990)  0.114
C (-4.870, -3.906, 2.746)  -1.468
C (-3.593, -3.207, 2.311)  0.450
O (-2.555, -4.226, 2.499)  -0.558
H (-5.151, -4.787, 2.206)  0.353
H (-5.745, -3.242, 2.754)  0.376
H (-4.799, -4.246, 3.778)  0.368
H (-3.415, -2.413, 3.062)  0.223
H (-3.605, -2.708, 1.316)  -0.030
H (-1.773, -3.728, 2.225)  0.334
C (3.937, 0.136, 1.059)  -1.075
O (2.523, -0.037, 1.025)  -0.188
H (4.474, -0.277, 0.247)  0.521
H (4.177, 1.213, 1.102)  0.342
H (4.340, -0.257, 1.981)  0.356
H (2.316, -0.836, 0.557)  -0.050
C (0.359, -2.108, 2.722)  -0.685
O (-0.272, -2.471, 1.502)  -0.330
H (-0.215, -2.449, 3.588)  0.412
H (1.396, -2.448, 2.846)  0.312
H (0.251, -1.046, 2.879)  0.127
H (0.369, -2.844, 0.884)  0.165

=====

No. 3
Formula: C36H70Br2N3O6S2
Source: OMol25
Level of theory: the ωB97M-V functional and the def2-TZVPD basis

Properties
Frontier orbital gap (eV): 8.174
Net charge: +1
E_HOMO (Eh): -0.399

Last column: Mulliken charge in e.
Cartesian coordinates (Å):
C (-3.771, -3.144, -0.153)  -1.711
C (-2.548, -2.643, 0.624)  0.836
C (-2.191, -1.183, 0.344)  -0.066
O (-1.414, -0.635, 1.456)  -0.584
C (-0.103, -0.770, 1.309)  -0.652
C (0.763, -0.034, 0.588)  -0.148
C (0.211, 1.169, -0.191)  0.979
C (0.116, 0.917, -1.720)  -1.261
C (0.853, 2.528, 0.216)  -1.070
C (2.084, 3.010, -0.590)  -0.032
C (1.876, 4.416, -1.211)  -1.751
N (2.043, -0.537, 0.709)  0.558
C (3.239, 0.001, 0.055)  -0.874
C (3.286, -0.201, -1.467)  -0.641
C (3.238, -1.658, -1.956)  -1.642
S (1.654, -2.498, -1.718)  0.790
C (1.180, -3.170, -3.303)  -0.644
S (1.726, -2.591, -4.721)  -0.224
N (0.268, -4.245, -3.329)  0.378
C (0.956, -5.555, -3.420)  -0.436
C (0.262, -6.614, -2.560)  -0.629
O (0.332, -6.216, -1.202)  -0.450
C (-0.346, -4.997, -0.959)  0.586
C (-0.724, -4.205, -2.237)  -1.364
C (1.978, -1.575, 1.573)  0.798
C (3.080, -2.443, 2.123)  -1.050
Br (3.943, -3.581, 0.798)  0.012
C (4.079, -1.533, 2.924)  -0.326
C (5.440, -2.206, 3.183)  -1.394
N (0.716, -1.726, 1.923)  1.241
C (0.111, -2.690, 2.822)  -0.350
C (-0.680, -2.037, 3.977)  0.135
O (-1.650, -2.592, 4.407)  -0.400
Br (-0.157, -0.321, 4.719)  -0.144
H (-3.854, -4.230, -0.025)  0.393
H (-4.666, -2.731, 0.325)  0.499
H (-3.727, -2.930, -1.224)  0.350
H (-1.662, -3.245, 0.358)  -0.669
H (-2.672, -2.773, 1.706)  0.251
H (-1.648, -1.026, -0.594)  0.044
H (-3.105, -0.579, 0.302)  0.415
H (-0.823, 1.223, 0.160)  0.367
H (0.716, 1.585, -2.341)  0.551
H (0.340, -0.123, -1.978)  -0.032
H (-0.926, 1.070, -2.030)  0.034
H (0.067, 3.287, 0.109)  0.733
H (1.089, 2.498, 1.288)  0.196
H (2.444, 2.315, -1.350)  0.073
H (2.911, 3.143, 0.123)  0.367
H (1.296, 4.384, -2.137)  0.301
H (2.849, 4.897, -1.359)  0.496
H (1.384, 5.020, -0.439)  0.370
H (3.417, 1.033, 0.364)  0.118
H (4.088, -0.557, 0.468)  0.802
H (4.259, 0.193, -1.793)  0.662
H (2.534, 0.366, -2.017)  0.143
H (4.089, -2.204, -1.544)  0.397
H (3.408, -1.623, -3.042)  0.628
H (0.857, -5.897, -4.463)  0.401
H (2.035, -5.492, -3.237)  0.304
H (0.805, -7.556, -2.664)  0.405
H (-0.764, -6.785, -2.917)  0.287
H (0.258, -4.368, -0.292)  -0.239
H (-1.292, -5.238, -0.441)  0.227
H (-1.638, -4.663, -2.640)  0.304
H (-0.996, -3.163, -2.034)  0.555
H (2.667, -3.116, 2.870)  0.505
H (3.602, -1.420, 3.909)  0.400
H (4.146, -0.526, 2.509)  0.300
H (6.102, -2.176, 2.317)  0.345
H (5.880, -1.783, 4.087)  0.416
H (5.241, -3.267, 3.385)  0.333
H (-0.619, -3.311, 2.299)  -0.204
H (0.819, -3.381, 3.285)  0.665
C (-3.386, -5.470, 5.072)  -0.758
C (-4.722, -4.780, 4.849)  -0.224
O (-5.825, -5.497, 5.363)  -0.450
C (-5.830, -5.712, 6.764)  -0.296
C (-5.871, -4.429, 7.577)  -1.004
H (-3.424, -6.504, 4.724)  0.351
H (-2.596, -4.944, 4.537)  0.085
H (-3.116, -5.490, 6.129)  0.270
H (-4.900, -4.689, 3.775)  0.243
H (-4.706, -3.760, 5.251)  0.267
H (-4.978, -6.334, 7.059)  0.272
H (-6.727, -6.294, 6.973)  0.343
H (-4.942, -3.862, 7.481)  0.235
H (-6.014, -4.655, 8.634)  0.391
H (-6.684, -3.787, 7.237)  0.285
C (-4.734, 2.324, -2.197)  -1.251
C (-3.667, 3.184, -1.540)  -0.190
O (-2.620, 3.560, -2.416)  -0.284
C (-2.993, 4.352, -3.534)  -0.371
C (-3.592, 5.695, -3.154)  -1.081
H (-4.280, 1.476, -2.713)  0.317
H (-5.435, 1.952, -1.450)  0.400
H (-5.305, 2.888, -2.936)  0.344
H (-3.194, 2.611, -0.738)  0.149
H (-4.111, 4.068, -1.072)  0.387
H (-3.669, 3.794, -4.190)  0.307
H (-2.076, 4.519, -4.100)  0.317
H (-4.567, 5.579, -2.677)  0.267
H (-3.729, 6.313, -4.042)  0.402
H (-2.943, 6.220, -2.452)  0.298
C (3.005, 8.548, -4.471)  -1.130
C (2.940, 8.164, -3.003)  -0.207
O (4.116, 7.531, -2.529)  -0.376
C (5.303, 8.303, -2.586)  -0.313
C (5.251, 9.565, -1.741)  -1.055
H (3.307, 7.693, -5.079)  0.309
H (2.032, 8.901, -4.815)  0.397
H (3.729, 9.346, -4.647)  0.268
H (2.134, 7.443, -2.861)  0.274
H (2.695, 9.033, -2.382)  0.286
H (5.556, 8.540, -3.625)  0.295
H (6.098, 7.657, -2.212)  0.310
H (4.541, 10.289, -2.144)  0.272
H (6.231, 10.042, -1.712)  0.393
H (4.939, 9.331, -0.722)  0.288

=====

No. 4
Formula: C21H42BaN3O7PSi2Te
Source: OMol25
Level of theory: the ωB97M-V functional and the def2-TZVPD basis

Properties
Frontier orbital gap (eV): 5.733
Net charge: -2
E_HOMO (Eh): -0.072

Last column: Mulliken charge in e.
Cartesian coordinates (Å):
Ba (0.084, -0.529, -0.482)  1.447
N (-0.921, 2.398, -1.409)  -0.080
C (-2.238, 2.845, -0.944)  -0.119
C (-3.401, 2.199, -1.694)  -0.954
C (-3.641, 0.712, -1.441)  -0.459
N (-2.475, -0.023, -1.890)  0.246
H (-0.196, 3.009, -1.059)  0.244
H (-0.859, 2.418, -2.424)  -0.056
H (-2.367, 3.932, -1.043)  0.250
H (-2.322, 2.616, 0.122)  0.009
H (-3.250, 2.351, -2.770)  0.310
H (-4.312, 2.753, -1.438)  0.417
H (-4.576, 0.423, -1.942)  0.353
H (-3.791, 0.526, -0.376)  0.150
H (-2.215, 0.242, -2.834)  -0.224
H (-2.566, -1.033, -1.860)  0.174
O (-1.266, -4.776, -0.912)  -0.760
C (-0.692, -3.719, -0.673)  0.526
O (-1.234, -2.564, -0.540)  -0.776
C (0.896, -3.690, -0.548)  0.509
O (1.537, -4.697, -0.825)  -0.732
O (1.356, -2.544, -0.206)  -0.683
C (2.495, 2.903, 3.734)  -1.289
Si (1.519, 2.173, 2.251)  0.249
C (0.238, 3.517, 1.841)  -0.481
C (2.791, 2.177, 0.834)  -0.732
C (0.729, 0.568, 2.594)  1.406
C (-0.675, 0.629, 2.985)  -0.865
C (-1.093, 0.502, 4.337)  -0.633
C (-2.424, 0.560, 4.684)  -0.513
C (-3.373, 0.762, 3.684)  -1.167
C (-2.905, 0.881, 2.388)  -0.021
N (-1.622, 0.809, 2.029)  0.845
Si (1.694, -0.822, 3.316)  0.118
C (0.685, -2.422, 3.347)  -0.797
C (3.299, -1.129, 2.359)  -0.865
C (2.280, -0.611, 5.142)  -1.247
H (2.884, 3.900, 3.488)  0.309
H (3.343, 2.268, 4.013)  0.277
H (1.848, 2.996, 4.613)  0.315
H (0.737, 4.474, 1.652)  0.325
H (-0.463, 3.653, 2.672)  0.338
H (-0.354, 3.247, 0.970)  -0.415
H (3.059, 3.207, 0.569)  0.340
H (2.400, 1.696, -0.069)  0.036
H (3.712, 1.655, 1.107)  0.290
H (-0.332, 0.379, 5.097)  0.246
H (-2.721, 0.465, 5.723)  0.412
H (-4.434, 0.819, 3.891)  0.400
H (-3.618, 1.033, 1.583)  0.107
H (0.372, -2.733, 2.346)  0.043
H (-0.210, -2.308, 3.968)  0.332
H (1.286, -3.233, 3.774)  0.335
H (3.091, -1.450, 1.334)  0.110
H (3.866, -1.931, 2.846)  0.324
H (3.937, -0.239, 2.336)  0.259
H (1.443, -0.638, 5.848)  0.321
H (2.821, 0.328, 5.298)  0.309
H (2.951, -1.439, 5.404)  0.340
C (3.608, -1.441, -3.964)  -1.093
C (2.306, -1.901, -4.578)  -0.069
O (1.591, -0.790, -5.175)  -0.334
P (0.441, -0.128, -4.247)  -0.443
O (0.939, -0.009, -2.853)  -0.376
Te (-0.483, 1.759, -5.359)  -0.509
O (-0.693, -1.280, -4.147)  0.274
C (-1.412, -1.757, -5.286)  -0.277
C (-2.416, -2.772, -4.792)  -1.141
H (4.148, -2.299, -3.558)  0.379
H (3.401, -0.747, -3.150)  0.146
H (4.231, -0.944, -4.711)  0.332
H (1.679, -2.389, -3.829)  0.146
H (2.474, -2.604, -5.393)  0.355
H (-0.709, -2.207, -5.992)  0.286
H (-1.895, -0.913, -5.778)  0.268
H (-1.916, -3.615, -4.314)  0.295
H (-3.025, -3.136, -5.622)  0.395
H (-3.077, -2.319, -4.051)  0.214

=====

Which formula does entry 1 have?
C39H35AuCl2N4O2P2